(1)
# C5H15NO2

A cluster of 2 separate species, C5H15NO2 in total at a distorted geometry (the ωB97M-V functional and the def2-TZVPD basis, the OMol25 dataset).

```
23
C5H15NO2, DFT the ωB97M-V functional and the def2-TZVPD basis
C 0.03311 -1.97197 2.11809
C 0.36759 -1.06828 0.92180
N -0.70663 -0.13161 0.65156
C -1.24786 0.54627 1.83369
C -0.18047 0.90962 -0.27169
C -1.00952 0.96327 -1.56641
O -0.00189 1.11155 -2.59270
H -1.03403 -2.20964 1.99879
H 0.06338 -1.40609 3.04206
H 0.51053 -2.93428 2.28026
H 0.54796 -1.74397 0.08981
H 1.33665 -0.60189 1.16100
H -1.91007 -0.08648 2.42219
H -0.49662 0.93840 2.53176
H -1.82415 1.35589 1.39410
H 0.03763 1.83677 0.27046
H 0.84840 0.72118 -0.56907
H -1.56888 1.90138 -1.62944
H -1.65468 0.09928 -1.67437
H -0.23268 0.83501 -3.48286
O 2.59758 0.35243 -3.31318
H 3.50284 0.47309 -3.03270
H 2.02183 0.11007 -2.58318
```

## Properties
structure (SMILES) = CCN(C)CCO.O
charge = 0
multiplicity = 1
frontier orbital gap = 9.7 eV
relative energy (zero: lowest compared OMol25 entry of this formula, charge and spin) = 198.3 kJ/mol

(2)
# C5H15NO2

A structure of composition C5H15NO2 at a distorted geometry (the ωB97M-V functional and the def2-TZVPD basis, the OMol25 dataset).

```
23
C5H15NO2, DFT the ωB97M-V functional and the def2-TZVPD basis
C 0.32307 1.57150 0.42336
C 1.14486 2.68256 1.05290
C -0.97590 2.05847 -0.20179
N 0.57049 0.03486 -1.35077
O 1.19466 0.96959 -0.54957
H 0.10069 0.76942 1.15730
H 0.33320 -0.92271 -0.70828
H 1.34317 -0.30509 -1.92704
H 0.58668 3.13164 1.87302
H -0.77163 2.77617 -0.99753
H -1.53751 1.22473 -0.61516
H 1.37226 3.45794 0.32097
H 2.07988 2.28465 1.44350
H -1.57875 2.54830 0.56194
C 0.24443 -2.42343 -0.12615
C -1.11124 -2.79656 -0.68506
O -0.02263 -1.16377 1.18360
H -0.58478 -1.55249 1.86975
H 0.58983 -3.15108 0.60946
H 1.05211 -2.52204 -0.85498
H -1.07055 -3.79428 -1.12470
H -1.42242 -2.09249 -1.45804
H -1.85992 -2.78592 0.10325
```

## Properties
charge = 0
multiplicity = 1
frontier orbital gap = 8.5 eV
relative energy (zero: lowest compared OMol25 entry of this formula, charge and spin) = 546.0 kJ/mol

(3)
# C5H15NO2

A cluster of 2 separate species, C5H15NO2 in total (the ωB97M-V functional and the def2-TZVPD basis, the OMol25 dataset).

```
23
C5H15NO2, DFT the ωB97M-V functional and the def2-TZVPD basis
C 0.08489 0.41190 3.17492
C 0.27980 -0.39075 1.87765
N 1.21385 -1.49875 1.98661
C 0.66589 0.52961 0.72606
C -0.40853 0.66467 -0.35591
C -0.60484 -0.61235 -1.14882
O 0.43417 -0.83937 -2.10869
H 1.03476 0.82164 3.52356
H -0.63639 1.22683 2.99802
H -0.35706 -0.22341 3.94509
H -0.67602 -0.85473 1.64944
H 0.88174 -2.23679 2.58745
H 2.16142 -1.26266 2.23881
H 1.60018 0.23309 0.25222
H 0.89082 1.53168 1.08032
H -1.36313 0.95636 0.09038
H -0.12078 1.46219 -1.06319
H -1.52604 -0.64538 -1.71987
H -0.64822 -1.49234 -0.49039
H 1.28219 -0.61645 -1.70039
O -1.54944 1.45716 -3.83002
H -0.58767 1.38500 -3.85489
H -1.79786 1.31660 -2.91385
```

## Properties
structure (SMILES) = C[C@H](N)CCCO.O
charge = 0
multiplicity = 1
frontier orbital gap = 10.2 eV
relative energy (zero: lowest compared OMol25 entry of this formula, charge and spin) = 83.8 kJ/mol

(4)
# C5H15NO2

A cluster of 2 separate species, C5H15NO2 in total at a distorted geometry (the ωB97M-V functional and the def2-TZVPD basis, the OMol25 dataset).

```
23
C5H15NO2, DFT the ωB97M-V functional and the def2-TZVPD basis
C -0.98535 0.24569 -2.77355
C 0.35424 0.37168 -1.97924
C 1.05154 1.64636 -2.37932
C 0.29280 0.17238 -0.42368
N 1.54263 -0.47895 -0.04473
C -0.92393 -0.53057 0.16273
O -1.31339 0.01750 1.43122
H -1.87938 0.20748 -2.15869
H -0.94071 -0.69046 -3.32516
H -1.10841 1.07572 -3.46331
H 0.97489 -0.45126 -2.32121
H 1.97437 1.82784 -1.82080
H 0.52964 2.57551 -2.22267
H 1.34114 1.63940 -3.43387
H 0.28298 1.18693 -0.02107
H 1.49936 -0.78614 0.92170
H 1.71368 -1.30330 -0.60472
H -1.80775 -0.56063 -0.41538
H -0.72747 -1.60245 0.29602
H -0.91356 0.88309 1.52116
O 0.09121 -1.13688 4.95104
H -0.73850 -1.12736 4.45452
H -0.15446 -1.55216 5.77800
```

## Properties
structure (SMILES) = CC(C)[C@H](N)CO.O
charge = 0
multiplicity = 1
frontier orbital gap = 10.2 eV
relative energy (zero: lowest compared OMol25 entry of this formula, charge and spin) = 128.6 kJ/mol

(5)
# C5H15NO4

A cluster of 3 separate species, C5H15NO4 in total at a distorted geometry (the ωB97M-V functional and the def2-TZVPD basis, the OMol25 dataset).

```
25
C5H15NO4, DFT the ωB97M-V functional and the def2-TZVPD basis
C 0.09617 1.85722 -1.25172
C 0.13118 0.49967 -0.52995
C -0.73452 0.58804 0.76222
N -2.16948 0.41119 0.60334
C -2.72318 -0.65138 -0.20624
C -0.11152 -0.44687 1.66949
O 0.90843 -0.36787 2.30968
O -0.69426 -1.66498 1.54207
H -0.87174 2.05234 -1.71709
H 0.87301 1.90146 -2.01158
H 0.22240 2.67550 -0.53830
H -0.36890 -0.21034 -1.17916
H 1.15502 0.31325 -0.24809
H -0.71700 1.58292 1.18763
H -2.66434 1.28147 0.52757
H -3.62436 -0.40224 -0.75984
H -2.97692 -1.48954 0.43656
H -2.14897 -1.03810 -1.05478
H -0.21427 -2.25105 2.13211
O 3.11881 -1.47877 1.31249
H 2.56902 -0.72312 1.58708
H 2.51791 -2.20302 1.12596
O 2.79421 -0.23071 -2.20055
H 3.08038 0.67627 -2.10861
H 2.55292 -0.68133 -1.39028
```

## Properties
structure (SMILES) = CC[C@@H](NC)C(=O)O.O.O
charge = 0
multiplicity = 1
frontier orbital gap = 9.6 eV
relative energy (zero: lowest compared OMol25 entry of this formula, charge and spin) = 112.7 kJ/mol

(6)
# C5H15NO5

A cluster of 4 separate species, C5H15NO5 in total at a distorted geometry (the ωB97M-V functional and the def2-TZVPD basis, the OMol25 dataset).

```
26
C5H15NO5, DFT the ωB97M-V functional and the def2-TZVPD basis
C -0.41476 3.20919 -0.57483
C 0.40759 2.07344 0.08326
C 0.11039 0.70270 -0.62273
C 0.27420 0.77417 -2.09787
O -0.54907 0.64190 -2.96321
N 1.16716 -0.16204 -0.02768
C 0.87920 -1.07811 0.96430
O -0.17401 -1.18703 1.55934
H 0.17371 3.59809 -1.41439
H -1.44196 3.01652 -0.82443
H -0.40660 4.03893 0.10908
H 1.48055 2.27335 0.15342
H 0.04029 1.85036 1.08707
H -0.85618 0.22218 -0.32001
H 1.33380 0.86001 -2.34637
H 2.09519 -0.21991 -0.42773
H 1.80961 -1.71181 0.95790
O -2.76778 -2.83908 2.01237
H -1.92892 -2.38454 2.08739
H -3.31386 -2.48574 1.30158
O 1.31790 -2.25166 -2.47664
H 1.60118 -3.16196 -2.32920
H 0.60868 -2.42985 -3.10853
O 0.17280 0.81136 3.53244
H -0.34428 0.65703 2.72275
H -0.26765 -0.00479 3.83878
```

## Properties
structure (SMILES) = CC[C@@H](C=O)NC=O.O.O.O
charge = 0
multiplicity = 1
frontier orbital gap = 10.3 eV
relative energy (zero: lowest compared OMol25 entry of this formula, charge and spin) = 154.9 kJ/mol

What did the fifth record say?
# C5H15NO4

A cluster of 3 separate species, C5H15NO4 in total at a distorted geometry (the ωB97M-V functional and the def2-TZVPD basis, the OMol25 dataset).

```
25
C5H15NO4, DFT the ωB97M-V functional and the def2-TZVPD basis
C 0.09617 1.85722 -1.25172
C 0.13118 0.49967 -0.52995
C -0.73452 0.58804 0.76222
N -2.16948 0.41119 0.60334
C -2.72318 -0.65138 -0.20624
C -0.11152 -0.44687 1.66949
O 0.90843 -0.36787 2.30968
O -0.69426 -1.66498 1.54207
H -0.87174 2.05234 -1.71709
H 0.87301 1.90146 -2.01158
H 0.22240 2.67550 -0.53830
H -0.36890 -0.21034 -1.17916
H 1.15502 0.31325 -0.24809
H -0.71700 1.58292 1.18763
H -2.66434 1.28147 0.52757
H -3.62436 -0.40224 -0.75984
H -2.97692 -1.48954 0.43656
H -2.14897 -1.03810 -1.05478
H -0.21427 -2.25105 2.13211
O 3.11881 -1.47877 1.31249
H 2.56902 -0.72312 1.58708
H 2.51791 -2.20302 1.12596
O 2.79421 -0.23071 -2.20055
H 3.08038 0.67627 -2.10861
H 2.55292 -0.68133 -1.39028
```

## Properties
structure (SMILES) = CC[C@@H](NC)C(=O)O.O.O
charge = 0
multiplicity = 1
frontier orbital gap = 9.6 eV
relative energy (zero: lowest compared OMol25 entry of this formula, charge and spin) = 112.7 kJ/mol

> Which value of frontier orbital gap does entry 6 give?

10.3 eV